(1)
The following is a quantum chemistry calculation of a cluster of 2 separate species, C5H14O2S in total in a non-equilibrium geometry, from the OMol25 dataset.

```
22
Properties=species:S:1:pos:R:3:forces:R:3
C -0.07452 -2.88190 -0.10408 -0.18 -0.37 1.06
O 0.31536 -4.25117 -0.26854 0.05 0.60 -0.13
C 1.07648 -1.95030 0.33803 -0.57 -0.15 -0.24
C 0.82828 -0.44545 0.04555 -1.37 -1.21 -0.16
C -0.58727 0.01881 0.44341 -0.30 -0.80 -0.31
S -1.17527 1.53907 -0.33019 -0.21 0.72 0.37
C -0.74973 1.50423 -2.10046 0.51 0.50 0.66
H -0.84690 -3.03292 0.66112 -0.05 0.87 -0.21
H -0.51219 -2.45929 -1.00963 -0.16 -0.21 -0.24
H 1.19635 -4.22780 -0.62610 0.60 -0.31 -0.35
H 1.31019 -2.08391 1.39635 0.15 -0.25 -0.13
H 1.91418 -2.27100 -0.29857 0.25 0.18 0.45
H 0.79033 -0.38794 -1.04408 0.80 0.37 0.07
H 1.61798 0.12070 0.52906 -0.02 0.41 -0.38
H -0.71599 0.14326 1.52093 0.09 0.29 -0.07
H -1.36004 -0.70587 0.14870 0.59 -0.25 0.17
H -0.19103 2.43990 -2.14249 -0.21 -0.01 -0.77
H -0.04587 0.73225 -2.34914 0.21 -0.44 -0.07
H -1.58401 1.46707 -2.79582 -0.16 0.07 0.27
H -0.85438 5.41502 3.26779 0.30 -0.34 -0.07
H -0.21093 6.05593 2.08982 0.24 -0.05 -0.24
O -0.14102 5.26129 2.62835 -0.53 0.39 0.32
```
Positions in Å, forces in eV/Å.

Summary:
Frontier orbital gap = 9.1 eV
E = -747.5290 a.u.
ΔE to the lowest compared entry with this formula, charge and spin = 0.830 eV
F_max = 1.8 eV/A
Highest occupied orbital energy = -0.30489 Eh

Mulliken atomic charge list, values in e, 6 entries:
1. C -0.469
2. O -0.505
3. C -0.591
4. C -0.460
5. C -0.486
6. S -0.108

---

(2)
The following is a quantum chemistry calculation of a cluster of 2 separate species, CIN3O in total in a non-equilibrium geometry, from the OMol25 dataset.

```
6
Properties=species:S:1:pos:R:3:forces:R:3
C -1.49062 0.60591 -0.30533 2.86 -0.23 -0.43
N 0.22195 -0.80944 -0.80021 -4.49 0.78 -1.86
N 1.10185 -0.68766 -0.03714 0.93 -0.31 0.95
N 2.02373 -0.74322 0.60955 1.42 0.46 1.26
O -1.05785 1.66614 -0.39906 -0.39 -0.17 0.06
I -3.33561 -0.14615 0.10654 -0.33 -0.53 0.03
```
Positions in Å, forces in eV/Å.

Summary:
Frontier orbital gap (alpha / beta) = 6.6 / 6.8 eV
E = -575.1542 a.u.
ΔE to the lowest compared entry with this formula, charge and spin = 1.871 eV
F_max = 4.9 eV/A
Highest occupied orbital energy (alpha / beta) = -0.32744 / -0.33212 Eh

The Mulliken scheme yields these atomic charges, measured in e:
1. C 0.320
2. N -0.662
3. N 0.756
4. N -0.447
5. O -0.236
6. I 0.268